This record from the Open Molecules 2025 dataset describes C2H4F3OPm as an isolated structure at a distorted geometry. The level of theory is ωB97M-V/def2-TZVPD.

Computed properties:
**⟨S²⟩**: 9.06
**Total charge**: +1
**E**: -28879.0767 eV
**2S+1**: 6
**Strongest force on any atom**: 3.37 eV/Å

Each line ends with the natural charge from an NBO analysis.
CARTESIAN COORDINATES (ANGSTROEM)
Pm: -1.654 2.426 1.013  1.69
F: -0.280 -1.667 -0.550  -0.31
F: 0.680 -0.124 -1.620  -0.34
F: -1.736 -1.090 -2.465  -0.58
O: -0.218 0.255 0.402  -0.70
C: 0.995 0.000 1.158  -0.28
C: -0.380 -0.346 -0.820  0.88
H: 0.875 -0.988 1.615  0.23
H: 1.896 0.059 0.530  0.24
H: -1.203 0.706 -1.200  0.01
H: 1.024 0.769 1.937  0.16

***

This record from the Open Molecules 2025 dataset describes one molecule with the formula C15H14N2O3. The level of theory is ωB97M-V/def2-TZVPD.

Computed properties:
**Structure (SMILES)**: Cc1ccc(C(=O)COC(=O)c2cnccn2)cc1C
**Total charge**: 0
**E**: -24904.8194 eV
**Strongest force on any atom**: 0.68 eV/Å

Each line ends with the natural charge from an NBO analysis.
CARTESIAN COORDINATES (ANGSTROEM)
O: 3.395 1.692 1.559  -0.52
O: 1.313 -1.308 1.868  -0.55
O: 2.428 -1.325 -0.086  -0.51
N: -0.862 -2.393 0.402  -0.33
N: -0.168 -3.946 -1.783  -0.38
C: 0.536 1.915 1.158  -0.14
C: -0.290 1.169 -1.358  -0.25
C: 2.772 0.956 0.834  0.57
C: 0.743 -3.261 -1.113  0.03
C: -1.421 -3.859 -1.368  0.01
C: -1.194 1.782 -0.500  0.10
C: -1.765 -3.092 -0.259  -0.01
C: 1.007 0.901 -0.968  -0.18
C: 0.396 -2.463 -0.021  0.03
C: 3.369 -0.406 0.445  -0.18
C: -1.711 2.846 1.723  -0.63
C: 1.400 -1.644 0.719  0.77
C: 1.428 1.263 0.310  -0.18
C: -2.603 2.027 -0.939  -0.65
C: -0.769 2.170 0.777  -0.04
H: 1.691 0.434 -1.661  0.22
H: -2.556 2.196 1.947  0.22
H: -2.764 1.659 -1.949  0.22
H: -2.782 -3.025 0.104  0.20
H: -1.208 3.092 2.653  0.22
H: -3.302 1.528 -0.269  0.22
H: -0.611 0.889 -2.352  0.21
H: -2.155 -4.415 -1.936  0.20
H: -2.104 3.763 1.285  0.22
H: 0.882 2.197 2.142  0.23
H: 3.847 -0.819 1.340  0.23
H: 4.122 -0.265 -0.334  0.22
H: -2.830 3.093 -0.918  0.22
H: 1.766 -3.350 -1.451  0.21